[1]
Computed, not measured: a 7-piece molecular cluster, C20H54O8 overall, with ωB97M-V/def2-TZVPD.

As for the frontier orbital gap: 9.93 eV. The calculation puts the calculated total energy at -1396.3215 Ha. As for the SMILES: CC(C)O.CC(C)O.CC(C)O.CC(C)O.CC(C)O.CC(C)O.OCCO. The calculation puts the energy above the lowest of the compared OMol25 structures with the same formula, charge and spin at 0.000 eV.

XYZ file:
```
82
Properties=species:S:1:pos:R:3:lowdin_charge:R:1
C 0.382 -3.488 3.970 -0.064
C 1.835 -3.399 4.392 -0.497
C 2.599 -2.309 3.676 -0.050
O 1.940 -3.181 5.805 -0.049
H -0.191 -2.656 4.395 0.081
H -0.095 -4.398 4.347 0.075
H 0.274 -3.499 2.885 0.069
H 2.292 -4.366 4.141 0.134
H 2.517 -1.352 4.185 0.072
H 2.315 -2.207 2.627 0.069
H 3.657 -2.590 3.630 0.081
H 2.108 -4.022 6.236 0.084
C 0.542 3.271 -1.799 -0.022
C 1.842 2.539 -2.127 -0.447
C 3.006 3.473 -2.393 -0.049
O 2.195 1.630 -1.060 -0.105
H 0.507 3.485 -0.725 0.069
H -0.329 2.644 -1.987 0.057
H 0.482 4.228 -2.316 0.084
H 1.658 1.892 -2.989 0.135
H 3.096 4.174 -1.551 0.086
H 2.880 4.066 -3.296 0.082
H 3.939 2.913 -2.434 0.083
H 2.559 2.163 -0.331 0.053
C -3.372 -0.629 2.817 -0.050
C -3.356 0.489 1.804 -0.457
C -2.265 1.517 2.102 -0.046
O -3.048 -0.020 0.485 -0.086
H -3.582 -0.251 3.820 0.087
H -2.382 -1.092 2.851 0.077
H -4.117 -1.400 2.605 0.081
H -4.306 1.033 1.739 0.139
H -1.292 1.017 2.079 0.069
H -2.416 1.973 3.078 0.089
H -2.259 2.291 1.334 0.083
H -3.598 -0.787 0.295 0.102
C -2.857 0.610 -3.241 -0.057
C -3.482 1.821 -2.575 -0.477
C -4.960 1.563 -2.278 -0.053
O -2.783 2.168 -1.382 -0.078
H -1.792 0.735 -3.444 0.075
H -3.337 0.422 -4.206 0.082
H -2.982 -0.265 -2.598 0.072
H -3.399 2.706 -3.207 0.136
H -5.452 0.996 -3.072 0.077
H -5.536 2.483 -2.161 0.077
H -5.060 1.002 -1.344 0.070
H -2.937 1.473 -0.724 0.030
C 0.819 2.970 2.144 -0.061
C 2.267 2.845 2.531 -0.456
C 2.526 1.590 3.324 -0.056
O 3.034 2.839 1.298 -0.070
H 0.685 3.853 1.524 0.082
H 0.222 3.077 3.052 0.088
H 0.491 2.068 1.624 0.057
H 2.547 3.746 3.091 0.137
H 2.255 0.727 2.703 0.064
H 1.872 1.547 4.198 0.091
H 3.557 1.476 3.659 0.084
H 3.861 2.367 1.440 0.102
C 0.939 -4.103 -2.836 -0.065
C 1.526 -3.458 -4.088 -0.498
C 0.490 -3.345 -5.191 -0.063
O 2.052 -2.171 -3.773 -0.067
H 0.052 -3.556 -2.499 0.072
H 1.684 -4.117 -2.040 0.078
H 0.608 -5.133 -3.005 0.076
H 2.384 -4.048 -4.415 0.133
H 0.016 -4.303 -5.409 0.076
H 0.955 -2.967 -6.105 0.077
H -0.249 -2.591 -4.910 0.078
H 1.388 -1.688 -3.255 0.037
C 0.228 -1.197 0.199 -0.218
C -0.374 -0.573 -1.042 -0.223
O 0.579 -0.506 -2.098 -0.081
O 1.149 -0.316 0.845 -0.084
H 0.737 -2.132 -0.063 0.116
H -0.560 -1.441 0.918 0.104
H -0.716 0.438 -0.812 0.109
H -1.197 -1.204 -1.376 0.112
H 1.245 0.150 -1.856 0.054
H 1.487 0.287 0.166 0.042
```

---

[2]
Computed, not measured: one molecule with the formula C2H6N2 in a non-equilibrium geometry, with ωB97M-V/def2-TZVPD.

As for the frontier orbital gap: 10.12 eV. The calculation puts the calculated total energy at -189.2653 Ha. As for the SMILES: C/N=C\N. The calculation puts the energy above the lowest of the compared OMol25 structures with the same formula, charge and spin at 1.748 eV.

XYZ file:
```
10
Properties=species:S:1:pos:R:3:lowdin_charge:R:1
C 0.960 0.938 -0.527 -0.158
N -0.587 -1.430 0.643 0.015
C -1.150 -0.191 0.070 -0.274
N -0.476 0.768 -0.426 -0.081
H 1.516 0.444 0.344 0.084
H 1.081 2.054 -0.467 0.075
H 1.182 0.575 -1.575 0.092
H 0.155 -1.807 0.110 0.035
H -0.393 -1.358 1.679 0.093
H -2.287 0.007 0.149 0.120
```

---

[3]
Computed, not measured: C15H50AgF3O13 as an isolated structure in a non-equilibrium geometry, with ωB97M-V/def2-TZVPD.

As for the multiplicity: 2. As for the frontier orbital gap (spin up / spin down): 8.03 / 5.14 eV. The total charge is +1. As for the expectation value of S²: 0.75. The calculation puts the calculated total energy at -2025.6807 Ha.

XYZ file:
```
82
Properties=species:S:1:pos:R:3:lowdin_charge:R:1
Ag -1.530 -0.961 3.928 0.829
C -0.224 -0.594 0.590 -0.335
O 0.591 0.430 0.109 -0.081
O -0.600 -0.286 1.861 0.080
C -1.427 -0.846 -0.356 -0.589
F -1.923 0.348 -0.705 0.175
F -1.116 -1.501 -1.448 0.193
F -2.393 -1.495 0.282 0.164
C 1.379 0.043 -1.052 -0.188
C 1.832 1.333 -1.737 -0.036
H 0.984 1.775 -2.263 0.069
H 2.333 2.039 -1.082 0.081
H 2.526 1.074 -2.542 0.077
H 0.907 -0.606 -1.783 0.105
H 2.299 -0.420 -0.678 0.097
H 0.365 -1.521 0.735 0.181
C -4.192 -2.705 2.915 -0.102
O -2.800 -2.455 2.699 -0.216
H -4.669 -1.873 3.427 0.078
H -4.733 -2.902 1.990 0.078
H -4.293 -3.598 3.539 0.091
H -2.482 -3.165 2.108 0.040
C -5.979 -0.694 -0.034 -0.155
O -6.765 0.018 0.909 -0.119
H -6.446 -0.758 -1.023 0.084
H -5.081 -0.101 -0.264 0.068
H -5.693 -1.673 0.335 0.061
H -6.691 0.952 0.701 0.078
C -0.811 -4.572 0.135 -0.114
O -1.764 -4.589 1.192 -0.113
H 0.185 -4.919 0.432 0.083
H -1.109 -5.256 -0.662 0.097
H -0.702 -3.563 -0.253 0.055
H -1.990 -5.517 1.313 0.104
C -3.865 0.992 2.700 -0.094
O -3.243 0.495 3.895 -0.189
H -4.882 0.604 2.648 0.079
H -3.820 2.081 2.671 0.091
H -3.313 0.641 1.830 0.066
H -3.685 0.857 4.669 0.105
C 2.213 -1.980 -4.092 -0.176
O 3.256 -1.044 -4.197 -0.124
H 2.414 -2.753 -3.338 0.077
H 1.254 -1.537 -3.799 0.058
H 2.095 -2.514 -5.033 0.082
H 3.732 -1.015 -3.349 0.024
C 1.112 5.479 0.779 -0.180
O 2.234 6.250 0.398 -0.103
H 0.950 5.484 1.857 0.085
H 0.166 5.829 0.357 0.069
H 1.255 4.432 0.506 0.062
H 2.126 6.453 -0.535 0.075
C 2.786 -2.824 0.982 -0.169
O 2.637 -2.722 2.375 -0.100
H 3.213 -1.947 0.481 0.053
H 3.452 -3.645 0.684 0.095
H 1.848 -3.095 0.493 0.057
H 3.435 -3.066 2.785 0.091
C 3.016 0.729 2.621 -0.136
O 2.676 1.740 1.669 -0.122
H 2.143 0.190 2.994 0.066
H 3.692 0.016 2.135 0.056
H 3.562 1.213 3.425 0.085
H 2.042 1.332 1.061 0.022
C 0.864 2.053 -5.093 -0.171
O 0.327 2.736 -6.219 -0.118
H 1.635 1.340 -5.392 0.077
H 1.288 2.794 -4.410 0.071
H 0.047 1.530 -4.602 0.073
H 0.970 3.360 -6.563 0.075
C -1.661 3.492 0.818 -0.157
O -0.927 2.917 1.887 -0.114
H -2.668 3.076 0.705 0.065
H -1.724 4.566 0.967 0.078
H -1.119 3.305 -0.116 0.080
H -0.773 1.982 1.718 0.029
C 5.230 0.146 -0.983 -0.095
O 4.736 -0.924 -1.810 -0.147
H 5.095 -0.035 0.084 0.069
H 6.309 0.244 -1.129 0.089
H 4.712 1.031 -1.334 0.080
H 5.170 -1.731 -1.512 0.094
```

---

> The lowest calculated total energy belongs to which entry?

C15H50AgF3O13

---

> Look up the calculated total energy of the second one.

-189.2653 Ha

---

Please write out number 2 again, unchanged.
Computed, not measured: one molecule with the formula C2H6N2 in a non-equilibrium geometry, with ωB97M-V/def2-TZVPD.

As for the frontier orbital gap: 10.12 eV. The calculation puts the calculated total energy at -189.2653 Ha. As for the SMILES: C/N=C\N. The calculation puts the energy above the lowest of the compared OMol25 structures with the same formula, charge and spin at 1.748 eV.

XYZ file:
```
10
Properties=species:S:1:pos:R:3:lowdin_charge:R:1
C 0.960 0.938 -0.527 -0.158
N -0.587 -1.430 0.643 0.015
C -1.150 -0.191 0.070 -0.274
N -0.476 0.768 -0.426 -0.081
H 1.516 0.444 0.344 0.084
H 1.081 2.054 -0.467 0.075
H 1.182 0.575 -1.575 0.092
H 0.155 -1.807 0.110 0.035
H -0.393 -1.358 1.679 0.093
H -2.287 0.007 0.149 0.120
```